This record from the OMol25 dataset describes the molecule C4H7PS in a non-equilibrium geometry. The level of theory is the ωB97M-V functional and the def2-TZVPD basis.

As for the HOMO-LUMO gap: 8.70 eV. The calculation puts the HOMO energy at -8.60 eV. The calculation puts the energy at -896.0496 hartree. The energy relative to the best compared isomer or geometry (same formula, charge and spin) is 38.1 kcal/mol. The SMILES is C=P/C=C(\C)S.

XYZ file:
```
13
Properties=species:S:1:pos:R:3:forces:R:3:lowdin_charge:R:1
C 2.211876 -0.460577 1.048563 0.271 1.481 1.157 -0.3782
P 1.966830 0.691253 -0.133660 -0.894 -0.349 0.201 0.8409
C 0.497485 -0.083511 -1.031224 0.848 -0.483 1.428 -0.4192
C -0.741444 0.027924 -0.499516 0.741 -0.678 -2.900 -0.7613
C -1.249025 0.892706 0.536158 -4.247 0.768 0.025 -0.1823
S -2.098272 -0.749895 -1.433241 1.861 -0.838 -0.178 0.7300
H 2.692246 -0.126624 2.030722 -0.103 -0.857 -1.680 0.0117
H 1.761433 -1.433944 0.994815 -0.254 -0.255 0.290 -0.0151
H 0.763223 -0.847215 -1.785141 -0.511 0.742 0.115 0.0454
H -0.788355 1.758089 0.839422 2.305 1.523 0.745 0.0373
H -1.668620 0.390194 1.395789 0.383 -0.549 0.402 0.0842
H -2.220696 1.415679 0.181357 1.117 -1.010 -0.058 0.1039
H -1.126681 -1.474082 -2.144044 -1.518 0.505 0.453 -0.0974
```
Positions in Å, forces in eV/Å.